No. 1
DFT (ωB97M-V with the def2-TZVPD basis set) results for a structure of composition C31H27N3O2PPt in a non-equilibrium geometry.

```
! RIJCOSX wB97M-V def2-TZVPD def2/J DEFGRID3
* xyz 1 5
Pt -0.009 0.379 0.506
C 1.869 -3.276 2.365
C 1.576 -1.810 2.229
O 0.413 -1.456 2.015
C 2.673 -0.878 2.380
C 2.573 0.477 2.377
C 3.747 1.328 2.763
N 1.399 1.126 2.073
N 1.294 2.364 2.444
C 0.386 3.115 1.766
O -0.181 2.716 0.723
C 0.130 4.472 2.297
C -0.584 5.373 1.510
C -0.870 6.638 1.996
C -0.456 7.000 3.272
C 0.255 6.104 4.059
C 0.555 4.841 3.572
H 1.132 -3.848 1.806
H 1.797 -3.562 3.418
H 2.874 -3.513 2.019
H 3.646 -1.294 2.600
H 4.671 0.772 2.624
H 3.664 1.616 3.813
H 3.770 2.244 2.177
H -0.903 5.072 0.522
H -1.415 7.343 1.383
H -0.688 7.986 3.655
H 0.577 6.391 5.051
H 1.114 4.137 4.173
C 1.301 -5.289 -3.720
C -0.027 -5.264 -3.324
C -0.497 -4.236 -2.514
C 0.367 -3.223 -2.111
C 1.709 -3.260 -2.499
C 2.171 -4.286 -3.307
P -0.176 -1.809 -1.094
C -1.972 -2.029 -0.910
C -2.445 -2.556 0.291
C -3.807 -2.745 0.483
C -4.702 -2.397 -0.520
C -4.236 -1.865 -1.717
C -2.873 -1.688 -1.915
C 0.031 -0.414 -2.226
C 0.125 -0.409 -3.612
C 0.347 0.797 -4.264
C 0.485 1.981 -3.539
C 0.388 1.985 -2.154
C 0.170 0.778 -1.498
H 1.663 -6.094 -4.347
H -0.704 -6.044 -3.646
H -1.535 -4.222 -2.206
H 2.387 -2.476 -2.178
H 3.209 -4.307 -3.615
H -1.743 -2.802 1.081
H -4.170 -3.159 1.415
H -5.765 -2.543 -0.372
H -4.934 -1.595 -2.499
H -2.513 -1.274 -2.850
H 0.038 -1.332 -4.174
H 0.417 0.819 -5.344
H 0.671 2.911 -4.061
H 0.483 2.908 -1.599
N -3.003 1.112 0.984
C -1.957 0.648 1.089
H -3.910 1.521 0.886
*
```

For the total energy, the calculation gives -1972.5303 Eh. For the relative energy (zero: lowest compared OMol25 entry of this formula, charge and spin), the calculation gives 15.9 kcal per mole. Its highest occupied orbital energy (spin up / spin down) is -10.4 / -11.0 eV. The HOMO-LUMO gap (spin up / spin down) comes out at 7.86 / 5.83 eV. The calculation puts the LUMO energy (spin up / spin down) at -2.51 / -5.20 eV.



No. 2
DFT (ωB97M-V with the def2-TZVPD basis set) results for a structure of composition C31H27N3O6PSZr in a non-equilibrium geometry.

```
! RIJCOSX wB97M-V def2-TZVPD def2/J DEFGRID3
* xyz -2 2
Zr -0.506 1.546 -1.525
O -1.273 7.651 2.230
C -0.946 6.404 2.637
O -0.246 6.252 3.622
C -1.298 5.298 1.637
C -2.618 4.727 1.339
N -2.442 3.632 0.543
N -1.061 3.229 0.684
C -0.211 4.285 1.037
C 1.124 3.942 1.509
O 2.238 4.012 1.294
O -0.431 0.415 0.207
H -2.048 7.678 1.627
H -3.572 4.945 1.829
H -3.159 3.124 0.071
C 1.916 -3.915 2.731
C 2.837 -2.766 2.356
C 3.961 -2.568 3.213
C 4.729 -1.443 3.048
C 4.181 -0.391 2.308
C 2.954 -0.394 1.697
C 2.330 -1.701 1.553
P 1.118 -2.172 0.311
C -0.587 -1.886 0.679
C -1.191 -0.555 0.721
C -2.508 -0.470 1.392
C -2.860 -1.363 2.399
C -2.443 -2.740 2.173
C -1.331 -3.029 1.413
C -0.881 -4.399 0.998
C 1.992 -2.982 -0.935
C 2.370 -4.375 -0.718
C 3.060 -5.045 -1.625
C 3.557 -4.449 -2.882
C 3.287 -3.127 -3.103
C 2.749 -2.343 -2.040
C 2.639 -0.954 -1.915
H 0.861 -3.595 2.526
H 2.089 -4.116 3.918
H 2.326 -4.812 2.213
H 4.193 -3.383 3.982
H 5.727 -1.440 3.412
H 4.710 0.560 2.433
H 2.489 0.498 1.246
H -4.128 8.360 1.512
H -3.173 0.400 1.191
H -3.562 -1.159 3.262
H -3.149 -3.553 2.446
H -0.892 -4.653 -0.140
H -1.540 -5.048 1.655
H 0.076 -4.872 1.266
H 2.224 -5.006 0.171
H 3.351 -6.083 -1.508
H 4.106 -4.977 -3.695
H 3.470 -2.589 -4.043
H 3.543 -0.257 -1.860
H 1.828 -0.237 -1.824
O -1.795 3.159 -2.056
N -2.346 2.470 -3.144
C -3.595 1.911 -2.746
C -4.640 2.026 -3.571
C -4.381 2.270 -4.924
C -3.132 2.792 -5.313
C -2.142 3.068 -4.342
S -1.231 4.470 -4.610
H -3.763 1.461 -1.778
H -5.677 1.824 -3.300
H -5.123 2.091 -5.724
H -2.905 3.111 -6.300
O 0.750 1.241 -2.868
*
```

For the total energy, the calculation gives -2599.2572 Eh. For the relative energy (zero: lowest compared OMol25 entry of this formula, charge and spin), the calculation gives 327.1 kcal per mole. Its highest occupied orbital energy (spin up / spin down) is 0.0 / 0.0 eV. The HOMO-LUMO gap (spin up / spin down) comes out at 3.19 / 3.19 eV. The calculation puts the LUMO energy (spin up / spin down) at 3.23 / 3.23 eV.



No. 3
DFT (ωB97M-V with the def2-TZVPD basis set) results for a structure of composition C31H27N5O6V.

```
! RIJCOSX wB97M-V def2-TZVPD def2/J DEFGRID3
* xyz 1 1
V 0.079 0.710 0.081
C 2.806 1.958 3.203
C 1.610 1.282 2.600
O 1.418 1.464 1.349
C 0.746 0.587 3.447
C -0.488 0.154 2.981
C -1.636 -0.193 3.868
N -0.662 0.091 1.678
N -1.761 0.119 0.894
C -2.228 1.474 0.879
O -1.344 2.333 0.863
C -3.657 1.736 0.828
C -4.098 3.058 0.741
C -5.454 3.321 0.696
C -6.364 2.269 0.731
C -5.927 0.954 0.813
C -4.571 0.682 0.862
H 2.473 2.789 3.828
H 3.465 2.353 2.435
H 3.353 1.267 3.843
H 0.964 0.542 4.502
H -1.296 -0.377 4.884
H -2.167 -1.062 3.483
H -2.336 0.646 3.887
H -3.370 3.856 0.705
H -5.807 4.340 0.628
H -7.425 2.479 0.689
H -6.644 0.145 0.835
H -4.210 -0.336 0.920
C 3.799 1.904 -0.600
C 2.615 2.162 -1.459
N 1.362 1.751 -1.291
C 0.667 2.144 -2.411
C 1.485 2.820 -3.255
N 2.705 2.818 -2.629
C 1.330 3.498 -4.572
O 0.132 3.489 -5.110
O 2.296 4.025 -5.062
C -0.759 1.779 -2.481
O -1.473 2.140 -3.401
O -1.132 1.066 -1.469
H 3.479 1.594 0.386
H 4.415 2.800 -0.521
H 4.413 1.116 -1.041
H 3.526 3.247 -3.035
H -0.546 3.027 -4.541
N 0.662 -0.836 -0.354
C 0.859 -2.107 -0.479
C -0.157 -2.942 -1.122
C -1.493 -2.522 -1.145
C -2.438 -3.280 -1.811
C -2.061 -4.440 -2.476
C -0.733 -4.848 -2.479
C 0.218 -4.107 -1.803
C 2.127 -2.656 0.026
C 3.275 -1.858 0.005
C 4.461 -2.332 0.530
C 4.505 -3.596 1.110
C 3.363 -4.382 1.160
C 2.177 -3.922 0.613
H -1.782 -1.615 -0.632
H -3.471 -2.959 -1.821
H -2.804 -5.023 -3.004
H -0.438 -5.739 -3.018
H 1.256 -4.407 -1.835
H 3.223 -0.876 -0.446
H 5.354 -1.723 0.491
H 5.432 -3.965 1.528
H 3.395 -5.357 1.627
H 1.283 -4.527 0.672
*
```

For the total energy, the calculation gives -2866.6368 Eh. For the relative energy (zero: lowest compared OMol25 entry of this formula, charge and spin), the calculation gives 19.8 kcal per mole. Its highest occupied orbital energy is -11.6 eV. The HOMO-LUMO gap comes out at 6.52 eV. The calculation puts the LUMO energy at -5.06 eV.



No. 4
DFT (ωB97M-V with the def2-TZVPD basis set) results for a structure of composition C31H28BrN6O14P.

```
! RIJCOSX wB97M-V def2-TZVPD def2/J DEFGRID3
* xyz 0 1
O 0.815 -1.818 1.857
C 0.366 -0.978 1.117
O -0.843 -1.059 0.539
N 1.033 0.215 0.705
Br 0.961 1.517 2.034
P 2.653 0.043 0.030
O 3.443 -0.874 1.106
O 2.257 -1.156 -0.989
H -1.295 -1.805 0.951
H 3.152 -0.716 2.009
H 1.586 -0.815 -1.593
C -5.302 -2.560 4.619
C -4.721 -2.343 3.377
C -4.222 -1.091 3.056
C -4.314 -0.077 3.995
C -4.892 -0.277 5.233
C -5.391 -1.529 5.542
N -3.771 1.255 3.685
O -3.286 1.442 2.585
O -3.833 2.097 4.547
H -5.688 -3.540 4.866
H -4.656 -3.151 2.672
H -3.772 -0.910 2.091
H -4.954 0.530 5.948
H -5.846 -1.701 6.506
C -3.956 2.198 -1.311
C -2.828 1.793 -0.609
C -1.708 1.367 -1.300
C -1.731 1.361 -2.679
C -2.842 1.762 -3.399
C -3.963 2.181 -2.702
N -0.532 0.905 -3.393
O 0.411 0.517 -2.730
O -0.546 0.929 -4.604
H -4.831 2.535 -0.772
H -2.813 1.813 0.471
H -0.825 1.049 -0.764
H -2.839 1.745 -4.478
H -4.843 2.497 -3.245
C 7.905 -1.420 5.089
C 7.611 -0.697 6.237
C 6.740 0.377 6.178
C 6.173 0.706 4.962
C 6.456 0.003 3.806
C 7.330 -1.068 3.875
N 5.230 1.833 4.895
O 5.006 2.445 5.916
O 4.729 2.075 3.818
H 8.583 -2.261 5.140
H 8.060 -0.971 7.181
H 6.505 0.944 7.065
H 6.003 0.281 2.866
H 7.560 -1.630 2.981
C 2.424 2.785 -4.489
C 3.647 3.393 -4.238
C 4.363 3.970 -5.273
C 3.835 3.930 -6.549
C 2.622 3.326 -6.820
C 1.912 2.749 -5.780
N 4.582 4.556 -7.650
O 5.652 5.061 -7.388
O 4.083 4.532 -8.754
H 1.873 2.336 -3.676
H 4.044 3.417 -3.233
H 5.314 4.443 -5.087
H 2.234 3.304 -7.827
H 0.965 2.272 -5.976
C -2.897 -3.994 -3.066
C -3.400 -5.144 -2.475
C -4.260 -5.049 -1.395
C -4.604 -3.796 -0.925
C -4.109 -2.637 -1.494
C -3.249 -2.745 -2.574
N -5.530 -3.701 0.212
O -5.921 -4.737 0.705
O -5.841 -2.598 0.616
H -2.229 -4.071 -3.913
H -3.125 -6.117 -2.857
H -4.657 -5.939 -0.929
H -4.388 -1.666 -1.111
H -2.858 -1.851 -3.033
*
```

For the total energy, the calculation gives -5494.9658 Eh. Its highest occupied orbital energy is -9.5 eV. The HOMO-LUMO gap comes out at 8.55 eV. The calculation puts the LUMO energy at -0.99 eV.



No. 5
DFT (ωB97M-V with the def2-TZVPD basis set) results for a structure of composition C31H28BrN9RhSSe.

```
! RIJCOSX wB97M-V def2-TZVPD def2/J DEFGRID3
* xyz 3 1
Rh -0.170 1.073 -0.524
Se -7.639 -0.003 -1.506
N -6.694 0.965 -0.363
C -5.432 0.789 -0.666
C -4.338 1.438 0.041
C -4.525 2.364 1.071
C -3.421 2.955 1.647
C -2.152 2.600 1.210
N -1.964 1.702 0.244
C -3.036 1.138 -0.352
C -2.760 0.257 -1.472
N -1.457 0.094 -1.811
C -1.174 -0.624 -2.898
C -2.150 -1.234 -3.674
C -3.474 -1.100 -3.318
C -3.795 -0.330 -2.198
C -5.163 -0.082 -1.768
N -6.209 -0.608 -2.356
H -5.531 2.609 1.387
H -3.524 3.686 2.437
H -1.268 3.026 1.662
H -0.133 -0.720 -3.176
H -1.856 -1.803 -4.544
H -4.269 -1.559 -3.893
S 3.419 0.658 -3.331
C 1.865 0.915 -2.725
N 1.654 0.598 -1.467
C 2.827 0.078 -0.893
C 3.002 -0.408 0.406
C 4.240 -0.893 0.768
C 5.312 -0.913 -0.137
C 5.154 -0.453 -1.424
C 3.899 0.040 -1.788
H 1.098 1.343 -3.354
H 2.181 -0.421 1.105
H 4.393 -1.268 1.771
H 6.272 -1.299 0.179
H 5.973 -0.473 -2.131
Br -0.091 3.404 -1.695
C 0.965 3.585 -0.114
C 1.615 4.745 0.221
C 2.341 4.720 1.407
C 2.369 3.561 2.168
C 1.675 2.446 1.734
N 0.970 2.455 0.593
H 1.561 5.623 -0.407
H 2.877 5.604 1.730
H 2.923 3.515 3.095
H 1.674 1.529 2.301
C 1.350 -4.302 -0.076
C 1.654 -3.180 -1.042
N 0.843 -2.018 -0.677
C 0.439 -1.702 0.561
N -0.187 -0.522 0.764
C -0.815 -0.262 2.072
C -0.992 -1.519 2.900
C 0.311 -2.273 2.928
N 0.698 -2.567 1.551
C 1.517 -3.772 1.331
H 2.028 -5.137 -0.238
H 0.331 -4.662 -0.224
H 1.397 -3.457 -2.064
H 2.717 -2.919 -1.016
H 0.707 -1.309 -1.367
H -1.797 0.170 1.913
H -0.229 0.465 2.641
H -1.769 -2.151 2.466
H -1.309 -1.244 3.905
H 0.210 -3.221 3.452
H 1.096 -1.700 3.434
H 1.202 -4.511 2.065
H 2.565 -3.532 1.531
*
```

For the total energy, the calculation gives -7174.3335 Eh. For the relative energy (zero: lowest compared OMol25 entry of this formula, charge and spin), the calculation gives 1.5 kcal per mole. Its highest occupied orbital energy is -16.4 eV. The HOMO-LUMO gap comes out at 7.22 eV. The calculation puts the LUMO energy at -9.13 eV.



No. 6
DFT (ωB97M-V with the def2-TZVPD basis set) results for a structure of composition C31H28CoN4O6S in a non-equilibrium geometry.

```
! RIJCOSX wB97M-V def2-TZVPD def2/J DEFGRID3
* xyz 1 1
Co 0.215 0.585 1.225
C 1.599 4.509 1.903
C 0.652 3.402 1.565
O 0.905 2.269 2.014
C -0.511 3.657 0.743
C -1.215 4.864 0.862
C -2.356 5.079 0.128
C -2.771 4.093 -0.771
C -2.070 2.913 -0.916
C -0.938 2.664 -0.141
O -0.264 1.520 -0.295
H 2.579 4.091 2.118
H 1.250 5.028 2.800
H 1.654 5.232 1.093
H -0.870 5.618 1.558
H -2.917 5.996 0.241
H -3.662 4.253 -1.365
H -2.386 2.156 -1.622
C -5.555 -0.201 -3.165
C -4.691 -0.248 -1.935
C -3.320 -0.477 -2.033
C -2.515 -0.518 -0.907
C -3.103 -0.334 0.337
C -4.474 -0.115 0.469
C -5.253 -0.066 -0.672
S -2.176 -0.353 1.817
O -1.608 0.975 2.093
O -2.951 -0.981 2.832
N -0.761 -1.121 1.470
C -0.754 -2.493 1.226
C -1.916 -3.256 1.171
C -1.881 -4.646 0.992
C -0.693 -5.303 0.853
C 0.516 -4.575 0.878
C 1.770 -5.205 0.728
C 2.908 -4.452 0.735
C 2.781 -3.059 0.894
N 1.634 -2.439 1.044
C 0.502 -3.175 1.043
H -5.075 -0.698 -4.005
H -5.752 0.834 -3.456
H -6.519 -0.677 -2.986
H -2.872 -0.619 -3.009
H -1.452 -0.680 -1.007
H -4.916 0.008 1.449
H -6.319 0.107 -0.580
H -2.881 -2.782 1.285
H -2.813 -5.195 0.969
H -0.665 -6.376 0.713
H 1.811 -6.281 0.615
H 3.885 -4.903 0.627
H 3.670 -2.432 0.907
O 2.414 -0.403 -3.125
C 3.751 -0.756 -2.826
N 4.634 0.355 -2.614
C 4.810 1.080 -1.474
O 5.566 2.024 -1.419
C 4.104 0.641 -0.221
C 4.857 0.479 0.933
C 4.218 0.188 2.126
C 2.840 0.109 2.137
N 2.122 0.281 1.027
C 2.728 0.542 -0.132
H 2.387 0.038 -3.984
H 4.182 -1.364 -3.623
H 3.698 -1.360 -1.922
H 5.145 0.726 -3.403
H 5.933 0.590 0.888
H 4.771 0.050 3.043
H 2.294 -0.093 3.049
H 2.089 0.680 -0.996
*
```

For the total energy, the calculation gives -3649.3310 Eh. For the relative energy (zero: lowest compared OMol25 entry of this formula, charge and spin), the calculation gives 48.7 kcal per mole. Its highest occupied orbital energy (spin up / spin down) is -10.5 / -10.5 eV. The HOMO-LUMO gap (spin up / spin down) comes out at 6.15 / 6.10 eV. The calculation puts the LUMO energy (spin up / spin down) at -4.39 / -4.44 eV.